[1]
# C31H50IrO3P2

A molecular structure, C31H50IrO3P2 (ωB97M-V with the def2-TZVPD basis set, the OMol25 dataset).

```
87
Properties=species:S:1:pos:R:3:forces:R:3:lowdin_spin:R:1
Ir -1.03062 0.08380 -2.88330 -1.02 -1.18 0.93 0.9684
C -1.89252 1.47147 -0.45186 -1.59 -0.41 -1.14 0.3436
C -2.43951 0.60044 -1.57822 -0.03 -0.95 3.49 0.1828
C -2.26978 -0.60986 0.46701 0.53 1.04 0.65 0.1437
C -1.88971 0.74661 0.72584 -0.20 -1.51 0.62 0.1553
C -2.65387 -0.73183 -0.86056 -1.01 1.97 -0.67 0.3083
C -1.74142 2.92886 -0.55071 0.47 0.49 -0.24 0.0540
H -1.40816 3.21665 -1.55568 -0.23 0.02 0.24 0.0053
H -0.98111 3.28071 0.16091 -0.35 0.03 -0.08 0.0068
H -2.69523 3.45928 -0.34842 0.39 -0.30 -0.02 0.0215
C -1.74485 1.27980 2.09865 0.21 0.19 0.43 0.0180
H -1.56204 2.36106 2.10082 0.00 -0.29 0.05 -0.0001
H -0.93918 0.76311 2.64955 -0.30 0.18 -0.22 0.0067
H -2.69585 1.10296 2.63303 0.34 0.06 -0.09 0.0052
C -2.41328 -1.63874 1.52194 0.22 -0.13 0.18 0.0188
H -3.29641 -1.40986 2.12812 0.01 -0.11 0.00 0.0074
H -1.54744 -1.62631 2.19831 -0.12 -0.05 -0.15 0.0047
H -2.54536 -2.62940 1.08406 0.00 0.02 0.21 -0.0002
C -3.47278 -1.81644 -1.43310 0.19 -0.65 -0.28 0.0693
H -4.56298 -1.62228 -1.34925 0.54 0.09 0.01 0.0221
H -3.26851 -2.76992 -0.92117 -0.19 0.26 -0.26 0.0027
H -3.22371 -1.92078 -2.50183 -0.29 -0.10 0.27 0.0174
C -3.62591 1.17398 -2.29764 -0.26 0.28 -0.34 0.0375
H -4.43032 1.29735 -1.55603 -0.05 0.10 -0.35 0.0110
H -3.96549 0.51530 -3.10272 -0.09 0.15 0.13 0.0067
H -3.37234 2.14835 -2.73246 -0.21 -0.18 0.06 0.0024
C 0.82028 0.75248 -3.20917 1.33 2.08 -0.49 0.1153
C -0.19214 1.70145 -3.67555 2.31 0.71 -0.48 0.0887
C -0.47086 1.83178 -5.15377 -0.34 0.50 -0.38 0.0068
C -1.30334 0.64985 -5.72527 -0.81 0.06 -0.12 0.0038
C -1.55917 -0.47736 -4.72176 0.56 -1.25 -1.81 0.0714
C -0.48897 -1.35995 -4.30347 -0.50 -1.43 -1.11 0.1468
C 0.93802 -1.22874 -4.82115 0.42 -0.37 0.30 0.0249
C 1.68042 -0.03760 -4.17219 0.68 -0.18 0.34 0.0248
H 0.46224 1.96667 -5.72455 -0.20 -0.12 0.28 0.0006
H -0.87567 0.26754 -6.66947 -0.10 0.03 0.47 -0.0007
H -1.04625 2.75532 -5.30561 0.20 -0.23 -0.05 0.0001
H 2.11633 0.62279 -4.93601 -0.19 -0.07 0.19 0.0052
H 1.29974 1.04700 -2.27550 0.07 -0.08 0.04 0.0139
H -0.28607 2.60321 -3.06695 -0.08 -0.13 -0.21 0.0229
H 2.54142 -0.41772 -3.58813 -0.33 0.16 -0.38 0.0003
H 1.49688 -2.14915 -4.55881 -0.41 0.35 -0.19 0.0002
H -0.77064 -2.40147 -4.06785 -0.03 0.56 -0.05 0.0116
H 0.98463 -1.17475 -5.92284 -0.28 0.07 0.38 0.0059
H -2.30123 1.03538 -5.97860 0.32 -0.05 -0.12 0.0001
H -2.55490 -0.95800 -4.76605 0.43 0.38 0.03 0.0240
P 1.83311 1.92081 0.78219 1.10 0.36 0.61 0.1698
C 1.78307 2.95135 2.31815 -0.70 -0.30 0.18 0.0295
H 2.72076 3.49167 2.50938 -0.18 -0.22 -0.25 0.0059
H 1.54873 2.32412 3.18333 0.13 0.09 -0.10 0.0004
H 0.96172 3.67369 2.21613 0.23 -0.05 0.03 0.0000
C 3.52539 1.21108 0.89059 -0.14 -0.52 -0.10 0.0125
H 4.27995 1.99206 1.06715 -0.26 -0.19 -0.09 0.0032
H 3.72519 0.70746 -0.06495 0.14 0.17 0.14 -0.0005
H 3.56500 0.46162 1.69153 -0.01 0.31 -0.21 -0.0002
C 2.17986 3.27639 -0.39039 -0.48 -0.17 -0.39 0.0288
H 2.40116 2.82405 -1.36016 0.13 0.26 -0.03 0.0004
H 3.01280 3.90382 -0.05141 -0.17 -0.16 -0.09 0.0060
H 1.27128 3.87661 -0.49716 0.21 0.12 -0.07 0.0004
P 1.26572 -2.22857 -0.00883 0.60 -2.16 -0.29 0.4818
C 0.00902 -3.31113 -0.79562 -0.78 0.64 -0.05 0.0775
H 0.49824 -4.10064 -1.38524 0.04 0.28 0.26 0.0144
H -0.60572 -2.69960 -1.47214 0.08 -0.26 0.02 0.0079
H -0.64511 -3.76397 -0.04268 0.15 0.13 -0.12 0.0001
C 2.62388 -2.48835 -1.20812 0.19 1.18 -0.11 0.0670
H 2.26843 -2.19172 -2.20466 0.09 -0.15 0.23 -0.0004
H 2.94053 -3.53878 -1.20994 -0.19 0.20 0.14 0.0143
H 3.46801 -1.83878 -0.95144 -0.01 -0.25 -0.08 0.0009
C 1.75271 -3.26759 1.42236 -0.18 0.95 0.68 0.0672
H 2.16209 -4.23275 1.09051 -0.16 0.33 -0.10 0.0145
H 0.86175 -3.40383 2.05171 0.27 -0.07 -0.22 -0.0003
H 2.47651 -2.71565 2.03595 -0.02 -0.26 -0.19 0.0007
O 2.88899 0.66076 6.01869 -2.14 -0.90 0.69 0.2637
C 1.70676 0.09498 6.24689 1.96 0.70 -0.40 0.1561
C 1.15401 0.12448 7.54703 -0.85 -0.24 1.16 0.1359
C 0.00535 -0.60784 7.82669 0.87 0.71 0.18 0.0054
C -0.61661 -1.36965 6.81753 0.01 -0.06 0.28 0.2429
C -0.11261 -1.33970 5.51630 0.93 0.44 -1.07 0.0123
C 1.01981 -0.58616 5.19569 -1.18 -0.71 0.14 0.1413
C 1.52096 -0.43475 3.78957 0.19 -0.17 -1.92 0.0107
O 2.73272 -0.04068 3.64863 -0.94 -0.25 0.87 0.0057
O 0.72628 -0.68394 2.84652 0.71 -0.01 1.11 0.0296
H 3.08309 0.43404 5.01699 0.03 -0.05 -0.60 0.0009
H 1.66958 0.71114 8.31060 -0.19 -0.24 -0.21 0.0032
H -0.40319 -0.59507 8.83674 0.12 -0.03 -0.29 -0.0030
H -1.49100 -1.98066 7.05240 0.27 0.25 -0.07 0.0106
H -0.59058 -1.90333 4.71097 0.11 0.27 0.29 -0.0026
```
Forces are in eV/Å.

Properties
- Total charge: +2
- ⟨S²⟩: 8.80
- DFT total energy: -60496.0317 eV
- 2S+1: 6

[2]
# C31H50LaO2P2

A molecular structure, C31H50LaO2P2 (ωB97M-V with the def2-TZVPD basis set, the OMol25 dataset).

```
86
Properties=species:S:1:pos:R:3:forces:R:3:mulliken_charge:R:1
La -0.13125 0.14677 -0.13083 7.32 -1.11 -2.27 -1.6560
C -1.86410 1.75039 0.03210 -3.67 -2.14 1.12 0.6458
C -2.24758 0.78317 -1.06363 -1.56 -0.93 3.84 1.0519
C -2.12036 -0.46127 1.01517 -2.45 2.68 -1.76 0.5654
C -1.85748 0.99059 1.30493 -2.76 -0.56 -2.18 1.3160
C -2.39306 -0.60419 -0.45083 -2.29 3.50 2.09 0.7479
C -1.90731 3.23796 -0.10908 -0.02 0.61 -0.09 -1.7388
H -1.57606 3.60409 -1.09711 -0.12 -0.29 0.32 0.3433
H -1.30025 3.77016 0.63970 -0.20 -0.29 -0.18 0.4052
H -2.94769 3.59162 0.02411 0.37 -0.13 -0.09 0.3139
C -1.82432 1.57151 2.65341 0.19 0.30 1.34 -1.2074
H -1.62618 2.64923 2.66503 -0.11 -0.23 -0.18 0.4732
H -1.08796 1.09604 3.32102 -0.26 0.16 -0.41 -0.1148
H -2.80492 1.42834 3.13214 0.13 0.05 -0.16 0.3637
C -2.32428 -1.52326 2.02322 -0.14 -0.66 0.86 -0.7927
H -3.39867 -1.61261 2.26094 0.24 -0.01 -0.17 0.3887
H -1.80671 -1.30909 2.96867 -0.12 0.03 -0.48 -0.1530
H -1.98386 -2.52618 1.70735 -0.14 0.46 -0.02 0.1318
C -3.25349 -1.71923 -0.92416 -0.58 -0.81 -0.51 -1.7933
H -4.30171 -1.46883 -0.68348 0.28 -0.02 -0.07 0.3596
H -3.05356 -2.66580 -0.39768 0.04 0.41 -0.11 0.4565
H -3.24935 -1.95971 -2.00037 0.30 0.33 0.30 0.3205
C -3.05124 1.29566 -2.16625 -0.79 0.65 -1.41 -1.7952
H -3.98691 1.70463 -1.74773 0.19 -0.09 -0.09 0.3597
H -3.36871 0.53954 -2.88831 0.29 0.03 0.00 0.4770
H -2.58789 2.13884 -2.70443 -0.05 -0.37 0.01 0.1865
C 1.37544 0.54095 -3.51346 -0.66 1.16 0.07 0.3738
C 0.35146 1.41636 -3.66602 1.18 -0.29 0.59 0.2629
C -0.22596 1.76082 -4.99918 0.06 0.89 -0.27 -1.3152
C -1.09860 0.60972 -5.55508 -0.33 -0.09 -0.49 -1.0625
C -1.14403 -0.60554 -4.66397 -0.33 -1.26 -0.78 -0.2024
C -0.10761 -1.45667 -4.57981 -0.95 -0.60 -0.67 -0.3599
C 1.18704 -1.23621 -5.30069 0.09 -0.40 -0.51 -0.8665
C 2.05431 -0.12486 -4.66644 0.91 0.00 -0.10 -1.2330
H 0.57735 1.99639 -5.71366 -0.16 -0.16 0.20 0.4483
H -0.68067 0.31672 -6.53134 0.01 -0.09 0.31 0.3812
H -0.81475 2.69677 -4.92174 0.24 -0.54 0.03 0.3506
H 2.32716 0.61397 -5.43292 -0.15 -0.12 0.19 0.4033
H 1.77758 0.18682 -2.55917 -0.33 0.50 0.24 0.2900
H -0.18006 1.92216 -2.85174 0.43 -0.41 0.29 0.4095
H 3.01872 -0.54791 -4.32613 -0.48 0.17 -0.10 0.3543
H 1.73999 -2.18529 -5.39557 -0.12 0.38 0.31 0.3946
H -0.25055 -2.46643 -4.17416 -0.08 0.53 0.30 0.4279
H 0.98354 -0.96085 -6.34642 -0.11 0.04 0.25 0.3789
H -2.10806 0.95753 -5.82792 0.28 -0.06 0.50 0.3303
H -2.12931 -0.93378 -4.29824 0.55 0.27 0.12 0.5698
P 1.57469 1.93698 0.52052 2.10 3.29 1.65 1.4095
C 1.20940 2.73139 2.10163 0.14 0.48 1.03 -1.1761
H 2.08710 3.34865 2.32440 -0.10 0.06 0.10 0.6163
H 1.06169 2.05620 2.95646 0.04 0.02 -0.50 0.0444
H 0.34428 3.40665 2.04540 0.25 -0.28 -0.15 0.3206
C 3.25927 1.37754 0.75806 1.17 -0.32 0.13 -1.1202
H 3.80763 2.23296 1.17672 0.06 -0.18 -0.11 0.4549
H 3.74820 1.09130 -0.18403 -0.21 0.14 0.10 0.4077
H 3.35162 0.53363 1.46244 -0.36 0.30 -0.18 0.1922
C 1.78068 3.41263 -0.46407 0.47 1.18 -0.64 -1.3133
H 2.27359 3.21892 -1.42431 -0.15 -0.07 0.14 0.3987
H 2.43588 4.07764 0.11486 -0.08 0.07 -0.25 0.4682
H 0.84248 3.95472 -0.66094 0.25 -0.33 0.13 0.3257
P 0.81054 -2.20681 -0.33894 1.02 -4.75 1.32 2.0014
C -0.37796 -3.50749 -0.71643 -0.53 -1.38 -1.26 -1.5716
H 0.22568 -4.33967 -1.10045 -0.36 -0.19 0.02 0.4781
H -1.17254 -3.29375 -1.43469 0.38 0.17 -0.18 0.2286
H -0.89765 -3.86557 0.19230 0.53 0.39 -0.29 0.3911
C 2.44658 -2.47835 -1.00818 1.13 -0.83 -1.30 -1.2767
H 2.42451 -2.66500 -2.08517 0.09 0.24 -0.06 0.3447
H 2.85358 -3.39136 -0.55217 -0.02 0.23 -0.12 0.5340
H 3.17021 -1.66735 -0.80119 -0.60 -0.18 0.01 0.2903
C 1.20613 -3.03311 1.22043 0.36 -0.29 1.40 -1.7688
H 1.42113 -4.07968 0.96755 -0.07 0.13 -0.05 0.6984
H 0.38462 -3.03216 1.94468 0.15 0.19 -0.18 0.1730
H 2.09646 -2.62235 1.69868 -0.18 0.14 -0.01 0.3975
O 2.44638 -0.77877 2.90917 -0.33 0.18 -0.21 -0.8591
C 1.26296 -0.62957 3.25940 1.25 -0.27 0.45 -0.9997
O 0.29988 -0.40514 2.45397 -0.24 0.21 -0.52 0.8086
C 1.01263 -0.72121 4.76652 -0.34 0.19 0.60 0.7747
C -0.26105 -0.60263 5.36026 0.25 -0.04 -0.07 0.4139
C -0.42290 -0.63659 6.74961 0.20 -0.02 -0.15 -1.2472
C 0.68397 -0.78541 7.58287 0.15 -0.01 -0.32 -0.3854
C 1.95968 -0.90564 7.01827 -0.43 0.04 -0.14 -0.6292
C 2.11942 -0.87390 5.63186 -0.14 0.01 0.01 -0.7398
H -1.15861 -0.47876 4.75457 0.33 -0.04 0.02 0.3188
H -1.41931 -0.54071 7.18032 0.23 -0.03 -0.13 0.3931
H 0.55710 -0.80584 8.66273 0.03 0.00 -0.19 0.3900
H 2.82662 -1.01911 7.66858 -0.18 0.02 -0.22 0.3947
H 3.12737 -0.96233 5.22807 -0.38 0.04 -0.12 0.4261
```
Forces are in eV/Å.

Properties
- Total charge: +1
- DFT total energy: -56480.1073 eV

[3]
# C31H50N3O3PSi

4 unconnected molecules or ions with the total composition C31H50N3O3PSi (ωB97M-V with the def2-TZVPD basis set, the OMol25 dataset).

```
89
Properties=species:S:1:pos:R:3:forces:R:3:mulliken_charge:R:1
C 6.32242 -3.50477 1.08287 -1.06 0.83 -0.33 -0.9014
C 6.19711 -1.84134 0.96447 0.30 -0.28 0.15 0.0781
O 6.39237 -1.37444 -0.44183 -0.81 0.89 1.93 -0.4325
C 5.83588 0.00343 -0.59614 0.32 -0.39 -0.56 -0.4097
C 4.32054 -0.14065 -1.20867 -0.02 -0.71 -0.89 0.0967
C 3.81917 1.12775 -2.11850 0.03 1.36 1.00 -0.6609
C 2.19612 1.35593 -2.16107 -0.20 0.44 -0.73 -0.2784
C 1.30576 -0.00705 -2.35373 -0.16 0.03 -0.99 -0.5611
Si -0.13708 0.09215 -1.04552 1.18 -0.05 0.81 -0.2447
C 0.48355 -0.12015 0.78936 0.22 0.36 1.40 1.1088
C -0.66136 0.39220 1.88184 -0.18 0.37 0.75 -0.5121
C -0.09712 1.58420 2.89147 -0.60 -0.27 -0.11 -0.5860
C 1.13941 1.03815 3.81814 0.04 -0.08 0.35 -0.3821
C 2.15485 2.19417 4.38122 0.07 -1.05 1.99 -0.5438
O 2.24336 3.40874 3.55807 1.74 -2.66 -3.10 -0.3361
C 2.86056 3.16092 2.24746 -2.37 3.91 -4.66 0.3743
C 3.96279 2.00719 1.87726 0.77 0.05 0.21 -0.3137
O 2.47441 3.97239 1.22720 2.46 -5.03 6.78 -0.5937
P -1.86873 -1.18569 -1.54356 -1.13 -0.75 -0.06 0.3256
C -3.37249 -0.58418 -0.46883 -0.65 -0.56 0.32 -0.6293
C -1.43291 -2.98616 -0.95027 -0.38 -0.30 0.46 -0.8752
H 5.21450 -3.92162 1.09728 2.40 0.68 0.01 0.2384
H 6.84791 -3.93074 0.12771 -0.83 0.88 1.98 0.2530
H 6.86624 -3.80860 2.08253 -1.05 0.63 -2.17 0.2732
H 5.12065 -1.45972 1.28396 2.26 -0.94 -0.29 0.0477
H 7.04940 -1.36791 1.65166 -1.93 -0.78 -1.42 0.2319
H 5.90244 0.52167 0.45126 -0.34 -0.72 -2.02 0.1660
H 6.56901 0.57068 -1.34612 -1.75 -1.22 1.56 0.2579
H 3.54646 -0.41890 -0.35026 1.54 0.75 -1.78 -0.1980
H 4.34959 -1.08323 -1.94005 0.06 1.92 1.78 0.3798
H 4.27767 2.10598 -1.61050 -0.97 -1.94 -1.15 0.2219
H 4.22399 1.13250 -3.22511 -0.67 -0.44 2.31 0.3305
H 1.96577 2.04119 -3.11078 0.55 -1.38 2.15 0.2924
H 1.77532 1.97461 -1.23307 1.28 -1.33 -1.78 0.0764
H 0.77517 0.03223 -3.41515 1.16 -0.20 2.13 0.3281
H 1.90985 -1.00863 -2.31496 -0.98 1.96 0.00 0.3405
H -0.63356 1.48980 -1.12970 -0.09 -0.01 -0.04 -0.0899
H 0.74663 -1.24288 1.02481 -0.23 2.24 -0.46 0.3855
H 1.43041 0.57996 0.95078 -1.74 -1.64 -0.32 -1.2112
H -1.61964 0.84194 1.33058 2.06 -1.13 1.22 0.0764
H -1.00183 -0.49612 2.60234 0.61 1.79 -1.81 0.1895
H -0.97707 1.90879 3.62474 1.85 -0.69 -1.61 0.4066
H 0.14478 2.52438 2.23790 -0.11 -1.79 1.30 0.2210
H 0.64740 0.52655 4.77650 1.20 1.01 -2.09 0.4011
H 1.79162 0.22131 3.28548 -1.43 1.54 0.75 0.0984
H 3.25312 1.78196 4.56572 -2.37 0.68 -0.49 0.2331
H 1.75773 2.49007 5.46764 0.91 -0.03 -2.64 0.3543
H 4.82860 2.51365 1.23761 -2.16 -0.81 1.40 0.3518
H 3.52542 1.14644 1.20631 0.48 1.94 1.40 -0.1161
H 4.49001 1.50391 2.79248 -1.21 1.05 -1.57 0.2956
H -4.35443 -0.92160 -1.03645 2.04 0.75 1.27 -0.0024
H -3.39991 0.58173 -0.33298 0.18 -2.35 -0.19 0.2785
H -3.33207 -1.16093 0.55057 -0.21 1.41 -1.72 0.2403
H -2.41591 -3.41903 -0.42944 2.20 0.74 -1.34 0.2998
H -0.57118 -3.00977 -0.15549 -1.58 -0.08 -1.61 0.2613
H -1.15490 -3.57343 -1.94006 -0.62 1.02 2.36 0.2391
C -8.17091 -2.88602 -3.56734 -0.01 0.05 0.02 -0.2712
C -7.29424 -1.86736 -3.92547 -0.20 -0.18 0.09 -0.4304
C -6.59318 -1.22175 -2.91955 -0.01 -0.11 0.90 -0.0913
N -6.71416 -1.52166 -1.60777 -0.57 -0.54 -0.77 -0.5107
C -7.57410 -2.51381 -1.29062 0.62 0.68 -0.07 -0.2564
C -8.31579 -3.21921 -2.22454 0.04 0.07 -0.27 -0.3455
H -8.73677 -3.41577 -4.32815 0.06 0.06 0.07 0.4095
H -7.15962 -1.58315 -4.96295 0.02 -0.02 0.10 0.3669
H -5.89461 -0.42224 -3.14856 -0.04 -0.07 -0.03 0.3858
H -7.65490 -2.73411 -0.22984 -0.01 -0.02 -0.09 0.3697
H -8.99042 -4.00855 -1.91295 0.06 0.08 0.00 0.3537
C 2.02423 8.26213 5.60870 0.01 -0.01 -0.07 -0.2589
C 1.90827 7.95715 6.96075 0.02 0.01 -0.23 -0.3647
C 1.77823 6.62623 7.32391 -0.02 -0.74 -0.51 -0.2517
N 1.75356 5.60509 6.43960 0.10 0.97 -0.16 -0.3745
C 1.86638 5.93234 5.13398 -0.15 -0.42 0.65 0.0582
C 2.00412 7.23209 4.67397 0.01 0.32 0.31 -0.6534
H 2.12915 9.29386 5.28591 -0.01 -0.11 0.04 0.3734
H 1.91934 8.73692 7.71380 0.00 -0.08 -0.05 0.3514
H 1.68775 6.33696 8.36689 0.00 0.07 -0.05 0.3553
H 1.84153 5.09402 4.44340 -0.02 0.43 0.18 0.5108
H 2.09285 7.43667 3.61306 -0.02 -0.07 0.09 0.3905
C -5.17423 -5.66383 -6.98839 0.00 0.00 -0.02 -0.2737
C -5.97074 -5.35773 -5.89004 0.20 -0.03 -0.21 -0.3077
C -5.35926 -4.83399 -4.76223 0.92 0.18 0.23 -0.3156
N -4.03111 -4.60613 -4.66501 -0.42 -0.41 -0.86 -0.3930
C -3.28337 -4.91484 -5.74669 -0.42 0.26 0.81 -0.1515
C -3.80324 -5.43859 -6.91944 -0.29 -0.04 0.00 -0.4247
H -5.61797 -6.07472 -7.89057 0.05 0.04 0.10 0.3601
H -7.04201 -5.52252 -5.91167 0.08 0.01 0.02 0.3496
H -5.93844 -4.57591 -3.88041 0.03 -0.04 -0.08 0.4655
H -2.21884 -4.72451 -5.64245 -0.08 -0.02 -0.05 0.3435
H -3.15536 -5.66607 -7.75835 -0.04 0.03 0.09 0.3557
```
Forces are in eV/Å.

Properties
- DFT total energy: -60728.2562 eV